The following is a quantum chemistry calculation of C15H35AsBHgN4Si3 as an isolated structure in a non-equilibrium geometry, from OMol25.

Summary:
- 2S+1: 2
- Max |F|: 0.0287 Eh/bohr
- Gap between HOMO and LUMO (alpha / beta): 8.25 / 4.55 eV
- Highest occupied orbital energy (alpha / beta): -7.73 / -7.73 eV
- Energy above the lowest of the compared OMol25 structures with the same formula, charge and spin: 117.09 kJ/mol

XYZ file:
```
60
Properties=species:S:1:pos:R:3:lowdin_charge:R:1
Hg 0.00 2.03 -2.79 0.563
As 0.00 0.64 0.13 0.825
Si 1.88 1.81 1.02 0.285
Si 0.00 -1.48 1.23 0.335
Si -1.88 1.81 1.02 0.285
N -1.31 -1.89 -2.62 -0.113
N -1.45 -0.56 -2.60 -0.037
N 1.31 -1.89 -2.62 -0.113
N 1.45 -0.56 -2.60 -0.038
C -3.49 -1.50 -2.71 -0.077
C 2.76 -0.31 -2.67 -0.232
C -2.76 -0.31 -2.67 -0.232
C -1.82 3.65 0.57 -0.221
C 0.00 -1.44 3.13 -0.192
C 3.50 1.13 0.33 -0.208
C 1.60 -2.36 0.77 -0.194
C -2.01 1.68 2.90 -0.202
C -1.60 -2.36 0.77 -0.194
C -3.50 1.12 0.33 -0.208
C 1.81 3.65 0.57 -0.221
C -2.52 -2.48 -2.67 -0.130
C 3.49 -1.50 -2.71 -0.077
C 2.52 -2.48 -2.67 -0.129
C 2.01 1.68 2.91 -0.202
B 0.00 -2.71 -2.72 -0.472
H -3.56 0.04 0.44 0.016
H 4.35 1.56 0.84 0.038
H -4.35 1.56 0.85 0.038
H -1.58 -3.41 1.09 0.044
H 2.24 0.66 3.21 0.012
H 2.45 -1.87 1.25 0.022
H 0.00 -2.47 3.49 0.042
H 1.06 4.18 1.16 0.008
H 2.78 4.12 0.77 0.036
H 1.77 -2.35 -0.31 -0.001
H -3.12 0.70 -2.72 0.071
H 0.00 -3.56 -1.85 0.067
H -1.10 1.99 3.41 0.009
H 0.00 -3.26 -3.80 0.068
H 1.58 3.79 -0.48 -0.002
H 0.88 -0.94 3.54 0.007
H 1.58 -3.40 1.09 0.044
H 2.82 2.32 3.26 0.038
H 3.59 1.35 -0.73 0.004
H -2.82 2.32 3.26 0.038
H -4.56 -1.63 -2.75 0.086
H -3.60 1.34 -0.73 0.004
H 1.10 1.98 3.41 0.009
H -1.59 3.79 -0.49 -0.002
H 3.56 0.04 0.43 0.016
H -0.88 -0.94 3.54 0.007
H 3.12 0.70 -2.71 0.071
H -1.06 4.18 1.15 0.008
H 4.56 -1.63 -2.75 0.086
H 2.61 -3.56 -2.69 0.122
H -2.44 -1.88 1.25 0.022
H -2.61 -3.56 -2.69 0.122
H -1.77 -2.35 -0.31 -0.001
H -2.78 4.12 0.77 0.036
H -2.24 0.66 3.21 0.012
```